No. 1
The following is a quantum chemistry calculation of a structure of composition AsF6H26O13 at a distorted geometry, from the Open Molecules 2025 dataset.

XYZ file:
```
46
Properties=species:S:1:pos:R:3:nbo_charge:R:1
As -20.40 -6.30 -10.32 2.82
F -18.57 -6.38 -10.29 -0.64
F -20.39 -7.09 -11.90 -0.62
F -22.18 -6.09 -10.41 -0.63
F -20.50 -5.59 -8.64 -0.65
F -20.24 -4.61 -10.97 -0.63
F -20.59 -7.90 -9.58 -0.61
O -18.40 -8.88 -7.33 -0.97
H -18.53 -7.95 -7.49 0.49
H -18.75 -9.03 -6.45 0.45
O -24.78 -8.14 -11.95 -0.94
H -23.84 -7.98 -11.92 0.48
H -25.06 -8.16 -11.04 0.46
O -18.28 -6.28 -7.56 -0.96
H -19.14 -5.88 -7.47 0.49
H -18.03 -6.12 -8.47 0.49
O -24.58 -4.85 -10.44 -0.98
H -24.11 -5.67 -10.28 0.47
H -23.92 -4.27 -10.82 0.48
O -22.10 -8.31 -13.55 -0.96
H -22.16 -9.17 -13.14 0.46
H -21.51 -7.81 -12.98 0.49
O -21.07 -4.14 -14.33 -0.97
H -20.37 -4.12 -13.68 0.49
H -20.67 -4.53 -15.11 0.47
O -16.74 -7.34 -11.82 -0.96
H -16.81 -8.30 -11.76 0.46
H -17.36 -7.02 -11.17 0.48
O -22.80 -3.29 -11.55 -0.96
H -23.11 -2.43 -11.84 0.48
H -22.36 -3.66 -12.32 0.51
O -18.23 -3.89 -12.86 -0.98
H -18.22 -4.78 -12.50 0.47
H -18.41 -3.33 -12.10 0.50
O -18.87 -2.29 -10.48 -0.98
H -18.51 -1.80 -9.73 0.47
H -19.72 -2.61 -10.17 0.50
O -22.71 -6.27 -7.12 -0.94
H -22.22 -6.97 -6.68 0.46
H -22.08 -5.56 -7.21 0.48
O -21.26 -2.63 -9.04 -0.95
H -21.66 -1.82 -9.33 0.47
H -21.76 -3.32 -9.48 0.50
O -21.45 -10.27 -8.78 -0.94
H -21.22 -9.36 -8.63 0.49
H -22.39 -10.31 -8.62 0.45
```

Calculated values
* lowest unoccupied orbital energy: 1.94 eV
* F_max: 0.048 hartree/bohr
* charge: -1
* total energy: -3828.92394 Ha
* frontier orbital gap: 9.732 eV

***

No. 2
The following is a quantum chemistry calculation of the ion CH3N2O with charge +1 at a distorted geometry, from the Open Molecules 2025 dataset.

XYZ file:
```
7
Properties=species:S:1:pos:R:3:nbo_charge:R:1
C 0.01 0.18 0.10 -0.21
N -3.66 -0.32 0.20 0.22
N -2.61 0.05 0.02 0.18
O -1.58 0.55 -0.32 0.03
H -0.04 0.54 1.14 0.26
H 0.60 0.82 -0.60 0.28
H 0.11 -0.88 0.26 0.25
```

Calculated values
* 2S+1: 3
* lowest unoccupied orbital energy (spin up / spin down): -5.91 / -11.30 eV
* F_max: 0.220 hartree/bohr
* charge: +1
* total energy: -223.99887 Ha
* frontier orbital gap (spin up / spin down): 7.241 / 8.150 eV

***

No. 3
The following is a quantum chemistry calculation of the molecule C5H11B at a distorted geometry, from the Open Molecules 2025 dataset.

XYZ file:
```
17
Properties=species:S:1:pos:R:3:nbo_charge:R:1
B 0.69 0.18 -0.06 -0.07
C -2.74 -0.30 -0.12 -0.32
C -1.94 0.49 0.57 -0.29
C 0.76 -1.50 0.05 -0.77
C 2.12 0.90 -0.02 -0.88
C -0.62 0.94 0.34 -0.05
H -3.82 -0.41 0.26 0.21
H -2.55 -0.46 -1.16 0.21
H -2.23 0.97 1.47 0.22
H -0.17 -2.09 -0.23 0.21
H 0.98 -1.58 1.11 0.23
H 1.52 -1.97 -0.67 0.22
H 2.88 0.40 0.61 0.22
H 2.22 1.95 0.44 0.21
H 2.68 1.01 -0.96 0.23
H 0.29 -0.02 -1.20 0.21
H -0.51 1.90 0.82 0.19
```

Calculated values
* lowest unoccupied orbital energy (spin up / spin down): -1.06 / -1.06 eV
* F_max: 0.059 hartree/bohr
* total energy: -221.80895 Ha
* frontier orbital gap (spin up / spin down): 7.891 / 7.892 eV

***

No. 4
The following is a quantum chemistry calculation of a cluster of 2 separate species, C3H6O5S in total at a distorted geometry, from the Open Molecules 2025 dataset.

XYZ file:
```
15
Properties=species:S:1:pos:R:3:nbo_charge:R:1
C 0.66 -2.30 -0.85 0.01
C -0.66 0.62 0.42 0.37
C 0.34 1.53 0.14 0.43
O 0.62 -2.13 0.47 -0.64
O -1.71 0.43 -0.44 -0.71
O -0.92 0.00 1.59 -0.71
O 1.35 1.70 1.05 -0.71
O 0.53 2.09 -1.11 -0.69
S -0.49 -1.89 -1.85 -0.07
H 1.56 -2.86 -1.36 0.20
H -0.16 -1.63 0.63 0.50
H -2.50 0.10 -0.02 0.50
H -0.52 0.59 2.26 0.51
H 2.21 1.99 0.71 0.51
H -0.32 1.76 -1.65 0.51
```

Calculated values
* lowest unoccupied orbital energy: 0.44 eV
* F_max: 0.062 hartree/bohr
* SMILES: OC(O)=C(O)O.OC=S
* total energy: -892.21895 Ha
* frontier orbital gap: 8.084 eV

***

No. 5
The following is a quantum chemistry calculation of a cluster of 2 separate species, C8H12N3O2 in total at a distorted geometry, from the Open Molecules 2025 dataset.

XYZ file:
```
25
Properties=species:S:1:pos:R:3:nbo_charge:R:1
C 2.15 2.09 -1.18 0.11
C 0.57 0.39 1.43 0.38
C 1.43 2.66 -0.20 0.16
C -0.71 -2.33 -1.22 -0.43
C -0.73 -0.77 -1.49 -0.39
C 0.15 -2.55 0.01 -0.39
C -1.08 0.10 -0.24 -0.24
C -0.52 -1.74 1.26 -0.24
N 2.75 1.69 -2.10 -0.14
N 0.80 3.66 0.35 0.34
N -0.31 -0.33 0.89 -0.34
O 0.85 4.80 -0.08 -0.31
O 0.06 3.47 1.62 -0.58
H 1.00 0.00 2.34 0.19
H -1.59 -2.90 -0.95 0.23
H -0.34 -2.76 -2.19 0.25
H 0.34 -0.48 -1.75 0.22
H -1.48 -0.64 -2.26 0.25
H 0.26 -3.59 0.37 0.25
H 1.13 -2.10 0.20 0.21
H -0.92 1.09 -0.64 0.24
H -2.03 0.00 0.03 0.22
H -1.64 -2.02 1.28 0.24
H -0.22 -1.91 2.27 0.24
H 0.09 4.18 2.27 0.52
```

Calculated values
* lowest unoccupied orbital energy (spin up / spin down): -5.85 / -6.63 eV
* F_max: 0.096 hartree/bohr
* charge: +1
* total energy: -626.14084 Ha
* frontier orbital gap (spin up / spin down): 7.511 / 6.922 eV

***

No. 6
The following is a quantum chemistry calculation of a cluster of 3 separate species, C18H42N3O in total at a distorted geometry, from the Open Molecules 2025 dataset.

XYZ file:
```
64
Properties=species:S:1:pos:R:3:nbo_charge:R:1
N -4.49 1.72 1.24 -0.83
C -4.29 2.66 0.27 0.73
N -4.39 4.01 0.68 -0.55
C -4.11 5.00 -0.38 -0.26
C -3.06 4.54 -1.48 -0.45
C -2.86 2.99 -1.57 -0.06
C -1.48 2.46 -0.97 -0.45
C -0.95 3.28 0.27 -0.07
O -0.06 2.49 1.09 -0.72
N -4.03 2.19 -1.05 -0.56
H -5.14 0.95 1.12 0.45
H -3.98 1.88 2.11 0.43
H -3.88 4.19 1.55 0.43
H -3.66 5.90 0.13 0.23
H -5.03 5.38 -0.90 0.24
H -2.09 5.11 -1.36 0.24
H -3.47 4.88 -2.47 0.25
H -2.81 2.75 -2.68 0.24
H -1.49 1.36 -0.73 0.23
H -0.72 2.61 -1.80 0.24
H -1.77 3.77 0.87 0.14
H -0.30 4.11 -0.15 0.19
H 0.79 2.95 1.09 0.49
H -3.64 1.25 -0.90 0.41
C 5.56 -1.78 2.94 -0.61
C 4.10 -2.21 2.95 -0.40
C 3.35 -1.83 1.67 -0.40
C 3.26 -0.33 1.40 -0.40
C 2.59 0.48 2.51 -0.39
C 1.14 0.09 2.75 -0.62
H 5.66 -0.69 2.86 0.20
H 6.05 -2.09 3.86 0.21
H 6.09 -2.23 2.10 0.20
H 3.59 -1.79 3.83 0.19
H 4.06 -3.30 3.07 0.21
H 2.34 -2.26 1.71 0.19
H 3.84 -2.31 0.81 0.20
H 2.70 -0.18 0.47 0.19
H 4.26 0.07 1.22 0.21
H 2.63 1.54 2.24 0.18
H 3.16 0.39 3.45 0.20
H 0.55 0.23 1.84 0.21
H 0.70 0.70 3.54 0.21
H 1.05 -0.96 3.06 0.20
C -0.01 -4.12 -4.28 -0.61
C 0.51 -2.85 -3.62 -0.40
C 1.17 -3.10 -2.26 -0.40
C 0.25 -3.70 -1.19 -0.40
C -0.99 -2.86 -0.88 -0.40
C -0.66 -1.49 -0.32 -0.61
H -0.77 -4.61 -3.67 0.20
H -0.45 -3.89 -5.25 0.21
H 0.81 -4.83 -4.44 0.21
H -0.31 -2.13 -3.51 0.18
H 1.24 -2.38 -4.28 0.21
H 1.60 -2.16 -1.90 0.20
H 2.02 -3.78 -2.40 0.21
H 0.83 -3.83 -0.27 0.21
H -0.07 -4.70 -1.50 0.21
H -1.60 -3.40 -0.15 0.20
H -1.62 -2.75 -1.78 0.19
H -0.08 -1.57 0.60 0.22
H -1.58 -0.93 -0.10 0.18
H -0.08 -0.89 -1.03 0.20
```

Calculated values
* lowest unoccupied orbital energy: -4.02 eV
* F_max: 0.077 hartree/bohr
* charge: +1
* total energy: -950.26621 Ha
* frontier orbital gap: 8.611 eV

***

No. 7
The following is a quantum chemistry calculation of a structure of composition CHBr3, from the Open Molecules 2025 dataset.

XYZ file:
```
5
Properties=species:S:1:pos:R:3:nbo_charge:R:1
C -12.27 2.49 -10.31 -0.48
Br -11.14 1.50 -9.10 0.09
Br -11.19 3.53 -11.54 0.09
Br -13.65 3.47 -9.31 0.08
H -12.80 1.77 -10.92 0.22
```

Calculated values
* lowest unoccupied orbital energy: -0.20 eV
* F_max: 0.017 hartree/bohr
* total energy: -7760.72904 Ha
* frontier orbital gap: 10.192 eV

***

No. 8
The following is a quantum chemistry calculation of a structure of composition C6H9BiCl2O6PPr at a distorted geometry, from the Open Molecules 2025 dataset.

XYZ file:
```
26
Properties=species:S:1:pos:R:3:mulliken_spin:R:1
Bi -3.02 5.28 -0.58 0.00
Pr 0.93 0.34 0.19 2.04
Cl -4.42 3.75 -1.86 0.00
Cl 1.92 0.72 2.53 -0.02
C 3.85 -0.31 -0.03 0.00
C -4.59 7.29 -1.54 0.00
C -1.88 7.73 0.38 0.00
O 4.96 -0.61 -0.09 0.00
O -5.26 8.11 -1.97 0.00
O -1.42 8.68 0.77 0.00
C 0.74 -3.17 2.82 0.00
O 0.24 -3.71 1.55 0.00
P 0.17 -2.32 0.61 0.00
O 0.91 -2.93 -0.78 0.00
C 2.35 -3.06 -0.70 0.00
O -0.58 -0.96 -0.75 -0.01
C -1.28 -1.54 -1.81 0.00
H -0.06 -2.60 3.32 0.00
H 1.56 -2.44 2.68 0.00
H 1.09 -3.99 3.44 0.00
H 2.67 -2.77 0.32 0.00
H 2.63 -4.12 -0.86 0.00
H 2.87 -2.38 -1.40 0.00
H -0.59 -1.77 -2.62 0.00
H -1.82 -2.44 -1.52 0.00
H -1.97 -0.78 -2.13 0.00
```

Calculated values
* 2S+1: 3
* lowest unoccupied orbital energy (spin up / spin down): -17.51 / -17.51 eV
* F_max: 0.111 hartree/bohr
* charge: +4
* total energy: -2677.07458 Ha
* frontier orbital gap (spin up / spin down): 4.443 / 4.456 eV

***

No. 9
The following is a quantum chemistry calculation of a structure of composition C3H2CrO3 at a distorted geometry, from the Open Molecules 2025 dataset.

XYZ file:
```
9
Properties=species:S:1:pos:R:3:nbo_charge:R:1
H 0.60 2.71 -0.82 0.34
C 0.93 1.53 -1.09 0.02
C -0.36 1.61 -1.57 0.08
O -1.11 0.67 -0.85 -0.37
C -0.28 -0.03 -0.12 1.02
O 0.93 0.55 -0.14 -0.41
O -0.59 -0.96 0.60 -0.78
Cr -0.02 -2.20 1.94 1.79
H -0.66 1.76 -2.60 0.31
```

Calculated values
* 2S+1: 5
* lowest unoccupied orbital energy (spin up / spin down): -13.43 / -11.94 eV
* F_max: 0.103 hartree/bohr
* charge: +2
* total energy: -1384.81122 Ha
* frontier orbital gap (spin up / spin down): 4.534 / 6.105 eV

***

No. 10
The following is a quantum chemistry calculation of a structure of composition C38H39Br5N9O9PSrTe, from the Open Molecules 2025 dataset.

XYZ file:
```
103
Properties=species:S:1:pos:R:3:lowdin_charge:R:1
Sr -0.35 0.33 -0.41 1.46
O -4.78 0.55 -0.91 -0.08
C -4.73 -0.04 0.38 -0.26
C -4.93 -1.54 0.23 -0.16
C -3.72 -2.27 -0.37 -0.13
C -2.70 -2.57 0.69 -0.28
C -2.73 -3.78 1.38 -0.03
C -1.88 -3.97 2.45 -0.07
C -1.04 -2.93 2.84 -0.05
C -1.07 -1.77 2.09 -0.13
N -1.84 -1.60 1.02 0.09
H -4.03 1.16 -1.03 0.04
H -5.53 0.38 1.00 0.11
H -3.78 0.19 0.88 0.11
H -5.79 -1.68 -0.43 0.11
H -5.18 -1.98 1.20 0.11
H -3.27 -1.66 -1.16 0.09
H -4.05 -3.21 -0.83 0.10
H -3.42 -4.55 1.07 0.11
H -1.88 -4.91 2.99 0.10
H -0.38 -3.02 3.69 0.11
H -0.45 -0.91 2.36 0.10
C 1.21 -3.07 -0.62 -0.05
O 1.26 -1.91 0.20 -0.15
C 2.26 -1.83 1.10 -0.23
C 3.09 -2.89 1.44 -0.05
C 4.08 -2.67 2.39 -0.66
Br 5.22 -4.12 2.85 0.69
C 4.25 -1.46 3.02 -0.08
C 3.40 -0.40 2.69 -0.05
C 2.43 -0.58 1.71 -0.17
O 1.54 0.39 1.36 -0.07
C 3.57 0.87 3.42 -0.25
N 4.65 1.15 4.11 0.17
C 4.39 2.38 4.69 -0.23
C 5.19 3.16 5.53 -0.04
C 4.68 4.36 5.97 -0.12
C 3.39 4.79 5.60 -0.10
C 2.59 4.03 4.77 0.00
C 3.12 2.83 4.33 -0.17
N 2.61 1.84 3.50 0.20
H 2.19 -3.25 -1.08 0.10
H 0.49 -2.86 -1.40 0.04
H 0.89 -3.94 -0.03 0.10
H 2.98 -3.85 0.97 0.10
H 5.02 -1.30 3.76 0.10
H 1.91 1.16 0.88 0.11
H 6.18 2.82 5.81 0.10
H 5.28 4.99 6.62 0.09
H 3.02 5.74 5.96 0.10
H 1.60 4.36 4.48 0.09
H 1.70 1.82 3.07 0.15
Br -1.69 5.30 5.01 0.64
C -0.98 4.46 3.47 -0.79
C -0.10 5.14 2.65 -0.80
Br 0.41 6.92 3.02 0.65
C 0.45 4.46 1.54 -0.65
Br 1.71 5.30 0.39 0.72
C 0.10 3.16 1.20 -0.44
O 0.60 2.53 0.17 -0.33
C -0.87 2.46 2.03 -0.47
O -1.24 1.27 1.71 -0.27
C -1.33 3.14 3.17 -0.65
Br -2.55 2.16 4.25 0.70
C 2.32 1.54 -5.15 -0.03
N 2.69 1.15 -3.80 -0.09
C 3.44 -0.06 -3.54 -0.08
C 3.08 -0.34 -2.09 -0.46
O 3.61 -1.21 -1.42 0.05
N 2.14 0.56 -1.67 0.13
C 1.96 1.41 -2.69 -0.40
N 1.10 2.43 -2.61 0.22
H 3.22 1.61 -5.75 0.09
H 1.83 2.50 -5.16 0.06
H 1.65 0.80 -5.59 0.07
H 4.51 0.09 -3.67 0.13
H 3.09 -0.89 -4.16 0.04
H 0.81 2.73 -1.67 0.07
H 0.96 3.05 -3.39 0.04
C -2.65 -5.41 -2.63 -0.07
C -1.67 -4.26 -2.56 -0.34
O -2.18 -3.19 -3.35 -0.31
P -1.21 -1.91 -3.63 0.05
O -1.00 -1.22 -2.31 -0.50
Te 0.68 -2.58 -4.86 0.34
O -2.17 -1.06 -4.58 -0.30
C -3.32 -0.39 -4.03 -0.27
C -4.58 -1.18 -4.29 -0.07
H -2.31 -6.24 -2.01 0.07
H -2.75 -5.76 -3.66 0.08
H -3.64 -5.09 -2.28 0.06
H -0.69 -4.56 -2.95 0.07
H -1.54 -3.92 -1.53 0.09
H -3.35 0.59 -4.52 0.11
H -3.18 -0.22 -2.97 0.07
H -4.73 -1.34 -5.36 0.07
H -5.44 -0.63 -3.89 0.08
H -4.53 -2.15 -3.80 0.06
N -2.11 1.93 -1.75 0.08
C -2.07 2.58 -2.72 -0.38
N -2.11 3.26 -3.83 0.06
C -1.01 3.85 -4.25 -0.43
N -0.08 4.41 -4.67 0.07
```

Calculated values
* lowest unoccupied orbital energy: 3.50 eV
* F_max: 0.010 hartree/bohr
* charge: -2
* total energy: -16152.08243 Ha
* frontier orbital gap: 5.963 eV

***

No. 11
The following is a quantum chemistry calculation of the molecule C4H6N2O2 at a distorted geometry, from the Open Molecules 2025 dataset.

XYZ file:
```
14
Properties=species:S:1:pos:R:3:nbo_charge:R:1
C 1.26 0.49 0.29 -0.03
C -0.16 0.55 0.38 0.08
C -0.70 1.71 -0.30 -0.40
C -2.12 -1.12 -0.20 0.53
H 3.13 -1.59 0.13 0.48
H 1.65 1.43 0.89 0.23
H -1.68 2.26 -0.36 0.25
H 0.31 2.46 -0.68 0.19
H -0.20 -1.50 0.72 0.40
H -2.36 -2.17 -0.39 0.14
N 1.72 -0.68 -0.21 -0.15
N -0.77 -0.81 0.40 -0.64
O 3.04 -0.64 -0.42 -0.53
O -3.13 -0.40 -0.26 -0.55
```

Calculated values
* lowest unoccupied orbital energy: -0.17 eV
* F_max: 0.143 hartree/bohr
* SMILES: C=C(/C=N/O)NC=O
* total energy: -415.78285 Ha
* frontier orbital gap: 8.544 eV

***

No. 12
The following is a quantum chemistry calculation of a structure of composition C3H2MgO3 at a distorted geometry, from the Open Molecules 2025 dataset.

XYZ file:
```
9
Properties=species:S:1:pos:R:3:nbo_charge:R:1
O 4.35 0.37 0.08 -0.38
C 3.24 0.47 0.09 0.43
O -0.92 1.56 0.11 -0.91
C -1.89 0.71 -0.01 0.20
C -1.44 -0.72 -0.11 -0.24
O -0.09 -0.99 0.00 -1.07
H -2.13 -0.90 0.84 0.18
Mg 0.83 0.66 -0.02 1.60
H -1.95 -1.16 -0.99 0.18
```

Calculated values
* lowest unoccupied orbital energy: -1.50 eV
* F_max: 0.038 hartree/bohr
* total energy: -541.23915 Ha
* frontier orbital gap: 4.845 eV